No. 1
49
Properties=species:S:1:pos:R:3:forces:R:3:mulliken_charge:R:1 method="wB97M-V/def2-TZVPD" orbital_gap_ev=7.22 homo_ev=-11.53 total_charge=+1 molar_mass_g_mol=621.10 max_force_ev_per_a=1.27
Ir -0.088959 -0.230092 -0.738109 -0.1 -0.1 0.0 0.568
C 4.473024 -3.225554 -2.071133 0.0 0.0 0.0 -0.437
C 4.134216 -1.936273 -2.456817 0.0 0.0 0.0 -0.859
C 3.186349 -1.218451 -1.743092 0.0 0.0 0.0 -0.236
C 2.587809 -1.805976 -0.636598 0.0 -0.1 -0.1 0.159
C 2.912886 -3.097897 -0.245420 -0.1 0.0 0.0 -0.151
C 3.862197 -3.804400 -0.966909 0.0 0.0 0.0 -0.737
N 1.582502 -1.071976 0.066536 -0.1 0.0 0.0 -0.062
C 1.697230 -0.743381 1.315672 -0.1 -0.2 0.2 0.359
C 2.811537 -1.004716 2.186468 0.0 -0.1 0.0 -0.689
C 2.694861 -0.716783 3.495565 0.1 -0.1 0.1 -0.892
C 1.461157 -0.238833 4.096668 -0.1 -0.1 0.0 -0.560
C 0.421690 0.084331 3.327078 -0.1 -0.3 0.0 -1.106
C 0.601118 0.109824 1.859580 0.4 1.2 -0.3 1.626
N -0.609724 0.015560 1.072804 -0.2 -0.6 0.1 -0.564
N -1.292996 1.247019 1.210876 0.1 -0.2 -0.1 0.358
C -2.173095 1.430146 0.125460 -0.1 0.1 0.1 0.324
C -3.300531 2.223896 0.233859 0.0 0.0 0.0 -0.598
C -4.104047 2.384187 -0.880673 0.0 0.0 0.0 -0.336
C -3.780003 1.728319 -2.061827 0.0 0.0 0.0 -0.733
C -2.650970 0.941374 -2.095062 0.0 0.0 0.0 0.018
N -1.851636 0.806463 -1.027699 0.1 0.0 0.1 -0.121
H 5.212573 -3.780600 -2.631851 0.0 0.0 0.0 0.411
H 4.614091 -1.481388 -3.312666 0.0 0.0 0.0 0.406
H 2.935408 -0.200651 -2.016357 0.0 0.0 0.0 0.406
H 2.413511 -3.546618 0.604872 0.0 0.0 0.0 0.525
H 4.119015 -4.812317 -0.670220 0.0 0.0 0.0 0.395
H 3.705211 -1.453288 1.777769 0.0 0.0 0.0 0.606
H 3.535375 -0.915992 4.148747 0.0 0.0 0.0 0.462
H 1.390934 -0.191126 5.174310 0.0 0.0 0.0 0.494
H -0.534494 0.383699 3.731627 0.0 0.1 0.0 0.469
H -3.540991 2.682299 1.181779 0.0 0.0 0.0 0.434
H -4.989952 3.001873 -0.823671 0.0 0.0 0.0 0.442
H -4.392713 1.822949 -2.945825 0.0 0.0 0.0 0.398
H -2.350129 0.408218 -2.986459 0.0 0.0 0.0 0.414
Cl -0.085925 4.141183 5.100194 0.0 0.0 0.0 -0.193
C 0.312138 3.326139 3.631086 0.0 0.0 0.0 -0.162
C 1.715521 2.979422 3.426885 0.0 0.2 0.0 -0.753
C 2.082834 2.266840 2.368526 0.0 0.0 -0.2 -1.200
C 1.093270 1.698539 1.406716 0.0 -0.6 0.3 1.972
C -0.296001 2.353725 1.433702 -0.1 0.4 -0.1 0.717
C -0.616202 3.063566 2.718833 0.0 -0.1 0.0 -1.326
C 1.755621 1.640757 -0.011229 0.1 0.2 0.1 0.221
O 2.921717 1.883580 -0.142676 0.0 0.1 0.0 -0.541
O 0.973087 1.370078 -1.062058 0.0 0.0 -0.1 -0.591
H 2.443444 3.352078 4.134483 0.0 0.0 0.0 0.498
H 3.124182 2.068014 2.165200 0.0 -0.1 0.0 0.503
H -0.406115 3.062043 0.604576 0.1 0.0 0.0 0.214
H -1.638589 3.387235 2.862803 0.0 0.0 0.0 0.450

No. 2
47
Properties=species:S:1:pos:R:3:forces:R:3:mulliken_charge:R:1 method="wB97M-V/def2-TZVPD" orbital_gap_ev=7.42 homo_ev=-10.84 total_charge=+1 molar_mass_g_mol=414.48 de_lowest_kj_mol=0.0 max_force_ev_per_a=3.58
O 2.263800 2.432911 1.528238 -1.4 0.7 -0.3 -0.590
F 3.608615 4.961050 -3.119496 -0.1 -0.1 0.1 -0.298
S -0.855310 -0.741412 -0.020589 -0.5 -1.0 0.3 -0.169
C 2.508304 1.263476 1.308004 0.8 1.7 0.5 0.640
C 3.903692 0.923415 1.346093 0.9 -3.5 0.0 -0.774
C 4.222069 -0.402509 1.493427 0.4 1.8 -0.4 -0.843
C -1.925126 0.401008 -0.748388 2.5 1.7 0.1 0.761
C 1.510827 0.215115 1.091531 -2.2 -0.4 -1.2 0.315
C 0.393438 0.451275 0.279584 1.5 0.7 1.2 0.050
C -5.811514 -2.992729 -0.455244 -0.7 -0.5 0.4 -0.313
C 2.681186 -3.612331 2.672535 0.2 -0.1 -0.7 -0.533
C 1.315228 -3.291934 2.642184 0.3 0.6 0.2 -0.751
C -4.462994 -3.258027 -0.514508 -0.1 1.3 -0.3 -1.016
C -6.302420 -1.686980 -0.545921 0.0 -0.3 -0.1 -0.732
C 1.808995 4.711297 -1.591056 0.4 -1.1 -0.6 -0.713
C 2.826711 2.771365 -2.631466 -0.9 0.3 0.9 -0.858
C 3.644793 -2.676946 2.234266 -1.8 -0.7 0.4 -0.695
C 0.894728 -2.021509 2.231094 1.7 0.0 -0.8 -0.471
C 0.921343 3.865932 -0.915290 0.3 0.4 -0.2 0.072
C 1.925693 1.928386 -1.929258 0.2 1.3 -0.3 0.239
C -3.596663 -2.177306 -0.723696 0.5 0.3 -0.2 -0.139
C -5.441566 -0.626076 -0.746744 0.5 1.1 0.1 -0.346
C 2.772853 4.170645 -2.449133 -0.9 -1.4 0.6 0.297
C 3.219495 -1.425878 1.775764 0.2 0.0 0.1 0.783
C 1.847135 -1.093952 1.710935 -0.8 -0.9 0.1 0.099
C 0.968378 2.481061 -1.051232 1.6 0.6 -1.5 -0.707
C -4.037342 -0.839892 -0.809673 -1.7 -1.7 0.1 0.892
N -1.244273 1.553169 -0.978500 -0.8 -1.8 0.4 -0.416
N 0.051622 1.651335 -0.382260 -1.1 -0.6 0.5 0.420
N -3.197952 0.282558 -1.013937 -0.8 0.3 -0.3 -0.154
H 4.646651 1.702267 1.315513 -0.1 0.1 -0.1 0.513
H 5.277436 -0.683726 1.482449 -0.3 -0.1 0.2 0.371
H -6.488900 -3.840386 -0.325562 0.0 0.4 0.0 0.368
H 3.007342 -4.628096 2.945546 -0.2 0.6 0.0 0.360
H 0.536525 -3.982882 2.960164 0.4 0.0 0.1 0.390
H -4.096061 -4.270230 -0.463873 0.2 0.0 0.0 0.407
H -7.374886 -1.504029 -0.473995 0.3 0.0 -0.1 0.370
H 1.761636 5.770557 -1.498619 -0.1 0.6 0.2 0.468
H 3.532514 2.357874 -3.326034 0.2 -0.1 -0.2 0.455
H 4.679908 -2.969547 2.254084 0.3 0.2 0.0 0.406
H -0.150842 -1.807907 2.282911 -0.4 0.3 0.0 0.770
H 0.176343 4.345303 -0.303609 -0.1 -0.1 0.4 0.461
H 1.937001 0.864891 -2.120636 0.1 -0.1 0.1 0.457
H -2.570667 -2.460653 -0.911087 0.2 0.3 0.1 0.388
H -5.883427 0.401534 -0.836705 0.6 -1.0 0.1 0.234
H -1.718924 2.342446 -1.392217 0.6 0.5 0.2 0.264
H -3.685392 1.146067 -1.275592 0.2 -0.6 0.0 0.269

No. 3
51
Properties=species:S:1:pos:R:3:forces:R:3:mulliken_charge:R:1 method="wB97M-V/def2-TZVPD" orbital_gap_ev="7.17 / 7.14" homo_ev="-7.67 / -7.71" molar_mass_g_mol=499.26 de_lowest_kj_mol=0.0 max_force_ev_per_a=0.56 spin_multiplicity=5
Fe 0.461634 1.705592 1.418379 0.0 0.0 -0.2 0.533
O -3.595894 0.514202 -0.616054 -0.1 0.0 0.1 -0.474
C -2.859477 0.995839 0.397172 0.1 0.1 -0.3 -0.122
O -2.684279 2.165200 0.599709 -0.1 0.0 0.1 -0.538
C -2.263204 -0.085993 1.239450 -0.1 -0.1 0.0 0.853
C -2.872548 -1.320149 1.385541 0.1 0.1 0.0 -0.414
C -2.314703 -2.230321 2.274708 0.0 0.0 0.0 -0.514
C -1.179772 -1.872843 2.976205 0.0 0.0 0.0 -0.573
C -0.616117 -0.626228 2.739218 -0.1 -0.1 0.0 0.575
N -1.142307 0.246409 1.882667 0.0 0.0 0.3 -0.332
C 0.644277 -0.191161 3.477583 0.1 0.1 0.1 0.562
O 1.096511 -0.914548 4.339714 0.0 0.0 0.0 -0.669
O 1.112537 0.952708 3.098609 0.0 0.0 0.0 -0.707
H -3.906327 1.277196 -1.126925 0.0 0.0 0.0 0.373
H -3.765849 -1.546704 0.822685 0.0 0.0 0.0 0.526
H -2.772847 -3.199915 2.417952 0.0 0.0 0.0 0.457
H -0.697847 -2.518823 3.696054 0.0 0.0 0.0 0.577
C 3.905037 1.593506 1.653506 0.0 0.0 0.0 -1.104
O 2.906713 0.899115 0.911458 0.0 0.0 0.0 -0.383
C 2.795977 -0.444897 1.123703 0.0 -0.1 0.0 0.770
C 3.555375 -1.134890 2.059591 0.0 0.1 0.0 -0.453
C 3.393904 -2.499581 2.230281 0.0 -0.1 0.0 -0.626
C 2.494421 -3.212992 1.453360 0.0 0.0 0.0 -0.776
C 1.751484 -2.537036 0.502723 0.0 0.1 0.0 -0.204
C 1.865635 -1.158927 0.347557 -0.1 -0.1 0.0 0.083
N 1.055268 -0.591678 -0.669906 0.1 -0.2 0.0 -1.197
N 0.604647 0.537832 -0.410349 -0.2 0.5 -0.3 0.779
C -0.161905 1.230009 -1.356460 0.1 -0.1 0.0 -0.261
C -0.327980 2.582199 -1.003041 0.0 0.2 0.0 1.687
O 0.124870 3.093888 0.106661 0.1 -0.3 0.2 -1.053
C -1.021488 3.453729 -1.898884 0.0 0.0 -0.1 -0.682
C -1.552137 2.976351 -3.044789 0.0 0.0 0.0 -1.090
C -1.452668 1.595599 -3.402672 0.0 0.0 0.0 0.979
C -2.075698 1.137190 -4.577008 0.0 0.0 0.0 -0.871
C -2.026760 -0.185135 -4.934145 0.0 0.0 0.0 -0.604
C -1.343549 -1.081152 -4.105636 0.0 -0.1 0.0 -0.782
C -0.713072 -0.660636 -2.958671 0.0 0.0 0.0 -0.598
C -0.741510 0.696802 -2.566184 -0.1 0.1 0.0 0.907
H 4.895979 1.183158 1.449365 0.0 0.0 0.0 0.420
H 3.689696 1.550301 2.722597 0.0 0.0 0.0 0.424
H 3.862634 2.623698 1.309707 0.0 0.0 0.0 0.263
H 4.252543 -0.605795 2.690797 0.0 0.0 0.0 0.405
H 3.980905 -3.002397 2.987074 0.0 0.0 0.0 0.380
H 2.373122 -4.279388 1.584053 0.0 0.0 0.0 0.407
H 1.052618 -3.055721 -0.141730 0.0 0.0 0.0 0.481
H -1.108428 4.490919 -1.605680 0.0 0.0 0.0 0.444
H -2.082903 3.637561 -3.720568 0.0 0.0 0.0 0.378
H -2.601745 1.857410 -5.193419 0.0 0.0 0.0 0.380
H -2.507955 -0.532421 -5.838949 0.0 0.0 0.0 0.402
H -1.302519 -2.130557 -4.370968 0.0 0.0 0.0 0.416
H -0.184284 -1.376546 -2.356051 0.0 0.0 0.0 0.566